Entry 1:
{"formula": "C23H27CsI2N4O5S3", "method": "ωB97M-V/def2-TZVPD", "symbols": ["Cs", "C", "N", "C", "C", "O", "C", "O", "C", "C", "O", "N", "C", "C", "H", "H", "H", "H", "H", "H", "H", "H", "H", "H", "H", "H", "H", "H", "H", "H", "I", "C", "C", "C", "I", "C", "O", "C", "C", "N", "C", "C", "C", "C", "C", "C", "N", "C", "H", "H", "H", "H", "H", "H", "H", "H", "H", "H", "H", "S", "C", "S", "S", "O", "C"], "coordinates": [[0.574, 0.287, 0.983], [-3.897, 3.604, 2.188], [-2.966, 3.350, 1.096], [-2.018, 4.417, 0.801], [-2.768, 2.108, 0.609], [-1.907, 1.830, -0.224], [-3.746, 1.061, 1.132], [-3.493, -0.229, 0.617], [-3.085, -1.138, 1.606], [-2.933, -2.518, 0.990], [-3.369, -2.790, -0.115], [-2.273, -3.425, 1.767], [-1.993, -4.742, 1.238], [-1.679, -3.121, 3.055], [-3.979, 4.683, 2.309], [-3.530, 3.197, 3.134], [-4.890, 3.213, 1.956], [-1.463, 4.683, 1.701], [-2.559, 5.291, 0.421], [-1.318, 4.068, 0.050], [-4.760, 1.349, 0.830], [-3.686, 1.072, 2.224], [-3.837, -1.199, 2.407], [-2.154, -0.823, 2.089], [-2.429, -4.821, 0.247], [-2.422, -5.512, 1.888], [-0.915, -4.905, 1.171], [-2.123, -2.243, 3.516], [-0.601, -2.952, 2.969], [-1.838, -3.968, 3.726], [4.963, -6.455, -2.902], [4.094, -4.802, -1.950], [3.542, -4.942, -0.689], [2.972, -3.841, -0.077], [2.144, -4.043, 1.832], [2.906, -2.545, -0.672], [2.374, -1.539, -0.119], [3.510, -2.463, -1.978], [3.457, -1.120, -2.665], [2.112, -0.627, -2.953], [1.334, -1.518, -3.787], [-0.149, -1.299, -3.612], [-1.042, -1.651, -4.619], [-2.401, -1.534, -4.380], [-2.826, -1.058, -3.151], [-1.866, -0.700, -2.217], [-0.556, -0.819, -2.439], [4.074, -3.562, -2.587], [3.551, -5.899, -0.184], [4.025, -1.171, -3.602], [3.936, -0.370, -2.032], [1.620, -0.519, -2.071], [1.523, -2.580, -3.557], [1.601, -1.378, -4.842], [-0.668, -2.019, -5.567], [-3.118, -1.813, -5.144], [-3.873, -0.969, -2.900], [-2.163, -0.295, -1.259], [4.502, -3.453, -3.578], [-1.430, 3.905, 4.734], [-0.701, 2.713, 3.758], [0.696, 3.085, 2.821], [-1.360, 1.092, 3.736], [0.020, 2.778, -2.743], [0.513, 2.424, -1.794]], "forces_ev_per_angstrom": [[-0.2, 0.1, 0.0], [0.0, 0.0, 0.0], [0.1, 0.0, 0.0], [0.0, -0.1, 0.0], [0.1, 0.1, 0.0], [-0.1, -0.1, 0.1], [-0.1, 0.0, 0.1], [0.0, 0.1, 0.0], [0.0, 0.0, 0.0], [0.1, 0.0, 0.0], [-0.1, 0.0, 0.0], [-0.1, 0.0, 0.0], [0.0, 0.0, 0.0], [0.0, 0.0, 0.1], [0.0, 0.0, 0.0], [0.0, 0.0, 0.0], [0.0, 0.0, 0.0], [0.0, 0.0, 0.0], [0.0, 0.0, 0.0], [0.0, 0.0, 0.0], [0.0, 0.0, 0.0], [0.0, 0.0, 0.0], [0.0, 0.0, 0.0], [0.0, 0.2, -0.1], [0.0, 0.0, 0.0], [0.0, 0.0, 0.0], [0.0, 0.0, 0.0], [0.0, 0.0, 0.0], [0.0, 0.0, 0.0], [0.0, 0.0, 0.0], [0.0, 0.0, 0.0], [0.0, 0.0, 0.0], [0.0, 0.0, 0.0], [0.0, 0.0, 0.0], [0.0, 0.0, 0.0], [0.1, 0.0, 0.0], [0.2, -0.3, -0.1], [0.0, 0.0, 0.0], [0.0, 0.0, 0.0], [0.0, 0.0, 0.0], [0.0, 0.0, 0.0], [0.0, 0.0, 0.0], [0.0, 0.0, 0.0], [0.0, 0.0, 0.0], [0.0, 0.0, 0.0], [0.0, 0.0, 0.0], [0.0, 0.0, 0.0], [0.0, 0.0, 0.0], [0.0, 0.0, 0.0], [0.0, 0.0, 0.0], [0.0, 0.0, 0.0], [0.0, 0.0, 0.0], [0.0, 0.0, 0.0], [0.0, 0.0, 0.0], [0.0, 0.0, 0.0], [0.0, 0.0, 0.0], [0.0, 0.0, 0.0], [0.0, 0.0, 0.0], [0.0, 0.0, 0.0], [-0.1, 0.0, -0.1], [0.1, -0.1, 0.1], [0.0, 0.1, 0.1], [-0.1, 0.1, 0.0], [0.0, 0.0, 0.0], [0.0, -0.1, -0.1]], "charge": -2, "multiplicity": 1, "homo_ev": -0.767}



Entry 2:
{"formula": "C23H27F3GeN4O4STe4V", "method": "ωB97M-V/def2-TZVPD", "symbols": ["V", "Te", "Te", "Te", "Te", "C", "Ge", "C", "C", "C", "H", "H", "H", "H", "H", "H", "H", "H", "H", "H", "H", "O", "C", "N", "C", "O", "C", "C", "C", "C", "N", "C", "H", "H", "H", "H", "H", "H", "H", "H", "S", "C", "C", "C", "N", "C", "C", "C", "C", "C", "N", "C", "C", "H", "H", "H", "H", "H", "H", "H", "H", "F", "C", "F", "F", "C", "O", "O"], "coordinates": [[0.691, 13.184, 16.026], [5.055, 12.869, 14.743], [5.420, 12.478, 12.113], [0.844, 10.156, 13.200], [-1.017, 12.077, 13.842], [-0.165, 18.260, 15.980], [0.929, 16.703, 16.393], [1.156, 16.748, 18.420], [2.688, 16.562, 15.643], [-0.121, 15.040, 15.960], [0.409, 19.045, 16.470], [-1.145, 18.151, 16.501], [-0.192, 18.338, 14.833], [0.301, 17.327, 18.818], [2.059, 17.252, 18.839], [1.070, 15.774, 18.918], [3.317, 17.422, 15.852], [2.607, 16.291, 14.598], [3.268, 15.799, 16.175], [-0.191, 15.005, 14.886], [-1.129, 15.016, 16.280], [-4.226, 6.987, 16.376], [-3.071, 7.638, 16.070], [-3.034, 9.124, 16.279], [-3.049, 9.491, 17.592], [-3.477, 8.728, 18.463], [-2.545, 10.890, 18.015], [-2.986, 11.456, 19.242], [-2.664, 12.749, 19.517], [-1.719, 13.386, 18.611], [-1.200, 12.812, 17.556], [-1.647, 11.575, 17.262], [-4.346, 7.098, 17.350], [-2.798, 7.398, 15.061], [-2.284, 7.257, 16.660], [-2.701, 9.803, 15.568], [-3.615, 10.825, 19.875], [-3.016, 13.290, 20.396], [-1.407, 14.417, 18.786], [-1.288, 11.218, 16.352], [3.311, 11.155, 10.483], [3.171, 12.028, 12.100], [2.481, 13.371, 12.213], [1.913, 13.763, 13.402], [1.991, 13.018, 14.621], [3.001, 11.924, 14.626], [2.927, 11.137, 13.336], [1.716, 10.990, 9.709], [1.757, 10.132, 8.649], [0.612, 9.832, 8.013], [-0.603, 10.285, 8.339], [-0.657, 11.173, 9.341], [0.438, 11.451, 10.121], [2.301, 13.993, 11.354], [1.175, 14.600, 13.412], [2.899, 11.416, 15.521], [3.595, 10.294, 13.286], [2.672, 9.666, 8.304], [0.574, 9.247, 7.085], [-1.559, 11.557, 9.732], [0.230, 12.151, 10.945], [0.969, 12.373, 20.448], [1.528, 11.548, 19.640], [2.788, 11.336, 20.090], [0.808, 10.420, 19.690], [1.572, 12.133, 18.202], [1.172, 11.379, 17.281], [1.758, 13.367, 18.067]], "forces_ev_per_angstrom": [[-0.6, -0.6, 0.8], [-0.2, -0.1, 0.4], [-0.3, -0.2, 0.0], [0.7, 0.3, 0.5], [0.3, -0.2, -0.1], [0.2, -0.2, -0.9], [-1.0, -2.0, 2.0], [-0.3, 0.6, 0.2], [0.7, -0.2, 0.4], [1.9, 1.1, -0.1], [-0.3, 0.6, -0.4], [0.6, 0.1, -0.8], [-0.4, 0.3, 1.9], [0.2, -0.1, -0.1], [-0.4, -0.3, -0.6], [0.2, 0.0, -0.5], [-0.2, 0.6, -0.5], [0.4, 0.2, -0.3], [-0.5, -0.4, -0.2], [-0.1, 0.2, -1.0], [-1.1, 0.3, 0.6], [-1.5, 0.0, 1.1], [0.9, 1.3, -0.6], [0.1, 0.1, 0.3], [0.0, 0.6, 0.6], [0.3, 0.2, -0.4], [-0.8, -1.0, 0.4], [-0.5, -1.0, -0.8], [1.7, 1.0, -1.0], [-1.0, 0.4, 1.4], [0.0, -0.7, -0.2], [-0.5, 0.6, 0.7], [0.1, 0.0, -0.9], [-0.1, 0.3, -0.7], [1.1, -0.4, 1.0], [-0.3, -0.9, 0.5], [0.1, 0.3, -0.1], [0.1, -0.2, -0.3], [0.0, -0.2, 0.1], [0.6, -0.9, -1.1], [-0.9, 0.6, 0.7], [0.7, 0.7, 0.3], [-0.9, -0.5, 1.5], [-0.3, -1.6, -0.2], [1.3, 0.3, -0.9], [-0.5, 3.0, -2.4], [-1.2, 0.4, -0.7], [-0.7, 0.3, 1.9], [1.3, -0.2, -0.4], [-2.6, -0.4, -1.8], [-0.4, 0.8, -0.1], [1.3, -1.8, 0.1], [1.4, 1.5, 0.0], [0.2, 0.0, -0.3], [1.0, -0.6, 0.0], [-0.1, -1.4, 1.5], [0.1, -0.4, 0.2], [0.1, 0.2, 0.1], [0.4, -0.2, 0.5], [-1.3, 0.2, -0.3], [0.7, -0.5, -0.2], [-1.1, 1.8, 1.7], [1.1, -0.8, -1.5], [-0.2, -0.5, 0.0], [0.5, -0.3, -0.1], [-1.2, 0.3, -0.3], [0.6, 0.2, -0.2], [0.2, -0.6, -0.4]], "s2": 2.030, "charge": -1, "multiplicity": 3, "homo_ev": [-4.472, -4.620]}



Entry 3:
{"formula": "C23H27F4N7O3SV", "method": "ωB97M-V/def2-TZVPD", "symbols": ["V", "N", "C", "S", "N", "N", "C", "C", "C", "C", "C", "C", "C", "O", "H", "H", "H", "H", "H", "H", "H", "C", "N", "C", "C", "C", "N", "C", "C", "F", "C", "F", "C", "C", "F", "C", "F", "H", "H", "H", "H", "H", "H", "H", "H", "H", "H", "H", "C", "O", "C", "O", "H", "H", "H", "C", "N", "C", "C", "N", "H", "H", "H", "H", "H", "H"], "coordinates": [[-0.287, -0.352, 0.772], [0.209, -4.447, -0.314], [0.159, -3.018, -0.125], [-1.441, -2.600, 0.682], [1.339, -2.691, 0.648], [1.171, -1.603, 1.389], [1.996, -1.280, 2.329], [1.675, -0.272, 3.339], [2.626, 0.003, 4.323], [2.375, 0.825, 5.411], [1.116, 1.403, 5.541], [0.148, 1.162, 4.580], [0.390, 0.354, 3.459], [-0.583, 0.178, 2.600], [-0.578, -4.777, -0.855], [1.087, -4.728, -0.729], [2.913, -1.861, 2.429], [3.601, -0.466, 4.223], [3.147, 1.001, 6.152], [0.890, 2.045, 6.387], [-0.836, 1.608, 4.653], [-1.815, -0.217, -3.839], [-2.191, -0.831, -2.596], [-3.519, -0.455, -2.188], [-2.011, -2.263, -2.578], [-0.549, -2.698, -2.592], [0.234, -2.209, -1.461], [1.536, -1.794, -1.859], [1.715, -0.446, -2.172], [0.685, 0.399, -2.091], [2.917, 0.051, -2.656], [3.009, 1.359, -2.955], [3.996, -0.780, -2.869], [3.823, -2.127, -2.608], [4.841, -2.991, -2.850], [2.627, -2.626, -2.138], [2.542, -3.963, -1.992], [-2.439, -0.567, -4.692], [-0.771, -0.419, -4.077], [-1.922, 0.866, -3.759], [-4.298, -0.815, -2.895], [-3.593, 0.631, -2.120], [-3.719, -0.866, -1.199], [-2.523, -2.740, -3.445], [-2.451, -2.639, -1.654], [-0.074, -2.352, -3.515], [-0.519, -3.798, -2.639], [4.935, -0.395, -3.236], [1.784, 3.403, 1.398], [0.772, 2.458, 1.146], [1.185, 1.193, 0.575], [2.321, 1.178, 0.162], [1.553, 3.887, 2.351], [1.822, 4.164, 0.607], [2.765, 2.928, 1.454], [-4.429, 3.184, 0.846], [-3.037, 2.860, 0.704], [-2.080, 3.964, 0.773], [-2.609, 1.602, 0.557], [-1.753, 0.858, 0.157], [-4.590, 3.819, 1.729], [-4.990, 2.260, 0.965], [-4.805, 3.721, -0.035], [-2.258, 4.566, 1.670], [-2.157, 4.619, -0.104], [-1.078, 3.537, 0.825]], "forces_ev_per_angstrom": [[-2.3, 1.0, 0.2], [0.0, -0.2, -0.1], [0.3, 0.0, 0.5], [0.3, 0.3, -0.2], [0.2, 0.0, -0.1], [0.0, -0.4, -0.4], [0.2, 0.1, 0.4], [0.0, -0.1, -0.2], [0.1, 0.0, 0.0], [0.0, 0.0, 0.0], [0.1, 0.0, 0.1], [0.1, 0.0, 0.0], [0.3, -0.2, 0.1], [0.1, -0.2, -0.4], [0.0, 0.0, 0.0], [0.0, 0.0, 0.0], [-0.1, -0.1, 0.2], [0.0, 0.0, 0.0], [0.0, 0.0, 0.0], [0.0, 0.0, 0.0], [0.0, 0.0, 0.0], [-0.1, 0.0, 0.0], [0.0, 0.0, -0.1], [0.0, 0.0, 0.0], [0.0, 0.0, 0.0], [-0.1, 0.1, -0.1], [0.4, 0.0, 0.3], [-0.1, 0.0, -0.2], [0.1, 0.0, -0.2], [0.0, -0.1, 0.1], [-0.1, -0.2, 0.0], [0.1, -0.1, 0.0], [-0.1, 0.0, 0.0], [-0.1, 0.1, 0.0], [0.0, 0.1, 0.0], [0.1, 0.0, 0.1], [0.0, 0.1, 0.0], [0.0, 0.0, 0.0], [0.0, 0.0, 0.0], [0.0, 0.0, 0.0], [0.0, 0.0, 0.0], [0.0, 0.0, 0.0], [0.0, 0.0, 0.0], [0.0, 0.0, 0.0], [0.0, 0.0, -0.1], [0.0, 0.0, 0.0], [0.0, 0.1, 0.0], [0.0, 0.0, 0.0], [0.1, 0.1, 0.0], [-0.1, -0.2, 0.1], [0.0, 0.1, 0.0], [0.5, 0.0, -0.3], [0.0, 0.0, 0.0], [0.0, 0.0, 0.0], [0.0, 0.0, 0.0], [0.0, -0.1, 0.2], [0.7, 0.2, 0.3], [0.0, -0.2, -0.1], [-0.2, -0.6, -1.2], [0.1, 0.2, 1.1], [0.0, 0.0, -0.1], [0.0, 0.0, 0.0], [0.0, 0.0, 0.0], [0.0, 0.0, 0.0], [0.0, 0.0, 0.0], [0.0, 0.0, 0.0]], "s2": 0.808, "charge": -2, "multiplicity": 2, "homo_ev": [0.547, 0.353]}



Entry 4:
{"formula": "C23H27N3O2", "method": "ωB97M-V/def2-TZVPD", "symbols": ["O", "C", "O", "C", "C", "C", "C", "C", "C", "C", "C", "N", "C", "C", "C", "C", "C", "C", "C", "C", "C", "H", "H", "H", "H", "H", "H", "H", "H", "H", "H", "H", "H", "H", "H", "H", "N", "C", "C", "C", "C", "C", "N", "H", "H", "H", "H", "H", "H", "H", "H", "H", "H", "H", "H"], "coordinates": [[-2.052, -1.069, 4.369], [-2.997, -1.258, 3.566], [-4.231, -1.137, 3.627], [-2.533, -1.650, 2.125], [-3.516, -2.575, 1.378], [-4.103, -1.691, 0.330], [-3.509, -0.418, 0.408], [-3.937, 0.618, -0.416], [-4.893, 0.332, -1.398], [-5.458, -0.953, -1.500], [-5.077, -1.970, -0.619], [-2.570, -0.401, 1.428], [-1.803, 0.657, 1.827], [-1.450, 1.766, 1.108], [-0.833, 2.937, 1.745], [-1.130, 4.223, 1.037], [-1.760, 5.286, 1.708], [-2.191, 6.425, 1.016], [-2.036, 6.515, -0.369], [-1.467, 5.440, -1.056], [-1.038, 4.302, -0.366], [-1.522, -2.069, 2.172], [-2.965, -3.417, 0.931], [-4.287, -2.995, 2.042], [-3.537, 1.617, -0.272], [-5.210, 1.114, -2.090], [-6.204, -1.156, -2.272], [-5.516, -2.963, -0.661], [-1.313, 0.537, 2.804], [-1.592, 1.789, 0.027], [-1.065, 3.010, 2.817], [-1.927, 5.213, 2.787], [-2.654, 7.247, 1.557], [-2.369, 7.405, -0.912], [-1.351, 5.479, -2.137], [-0.649, 3.443, -0.921], [0.490, 0.243, 3.713], [1.671, 0.964, 4.108], [2.170, 1.774, 2.926], [3.447, 2.544, 3.244], [3.363, 3.808, 2.358], [1.894, 3.941, 1.942], [1.201, 2.785, 2.484], [0.708, -0.475, 3.022], [-0.037, -0.176, 4.479], [1.437, 1.650, 4.936], [2.486, 0.284, 4.421], [2.403, 1.077, 2.106], [3.486, 2.830, 4.304], [4.329, 1.949, 3.030], [3.716, 4.685, 2.887], [3.981, 3.653, 1.471], [1.455, 4.836, 2.377], [1.786, 4.020, 0.855], [0.560, 2.404, 1.758]], "forces_ev_per_angstrom": [[-0.6, 0.1, -0.1], [-0.2, -0.5, 0.2], [0.5, 0.2, 0.6], [-0.2, -1.4, 1.2], [0.3, -0.5, 0.1], [0.2, 0.4, -0.2], [-1.2, -0.5, -1.2], [0.1, 0.0, -0.1], [-0.1, -0.4, 0.2], [0.2, 0.3, 0.0], [0.3, 0.5, 0.1], [2.1, 3.4, -0.2], [-0.8, -3.0, 0.6], [1.6, 3.0, -0.4], [-6.9, -1.1, -0.5], [0.2, 0.0, -0.7], [0.4, 0.0, 0.2], [0.1, -0.3, -0.2], [0.1, -0.2, 0.2], [0.2, -0.3, 0.2], [0.1, 0.4, 0.0], [-0.1, 0.3, -0.2], [-0.2, 0.2, 0.0], [0.3, 0.4, -0.1], [-0.3, -0.1, -0.3], [0.1, -0.2, 0.3], [0.2, 0.1, 0.2], [0.0, 0.2, -0.1], [-0.4, -0.2, -0.3], [0.0, 0.1, 0.4], [0.7, -0.3, -0.5], [0.1, 0.1, -0.3], [0.1, -0.2, 0.0], [0.1, -0.3, 0.2], [-0.1, 0.0, 0.2], [0.0, 0.4, 0.1], [-0.4, -0.2, 0.0], [0.4, -0.1, -0.1], [0.4, -0.5, 0.1], [-0.3, 0.7, 0.1], [0.3, -0.6, -0.2], [0.2, 0.6, 0.0], [0.8, -0.2, 0.0], [-0.1, 0.0, 0.4], [0.1, -0.1, -0.3], [0.0, -0.2, -0.2], [-0.1, 0.3, 0.1], [-0.1, -0.1, 0.0], [-0.1, -0.1, -0.2], [0.1, 0.0, 0.0], [0.1, 0.1, -0.1], [0.0, 0.2, 0.0], [0.0, 0.3, -0.1], [0.1, 0.0, 0.1], [1.9, -0.6, 0.4]], "charge": 0, "multiplicity": 1, "homo_ev": -7.486}



Number 1: energy -3298.076088 Ha, strongest force on any atom 0.376 eV Å⁻¹. Number 2: energy -6203.487201 Ha, strongest force on any atom 3.833 eV Å⁻¹. Number 3: energy -3243.196776 Ha, strongest force on any atom 2.572 eV Å⁻¹. Number 4: energy -1207.245816 Ha, strongest force on any atom 7.004 eV Å⁻¹.